# C6H8S

A structure of composition C6H8S (ωB97M-V/def2-TZVPD, OMol25).

Last column: natural (NBO) charge in e.
Element x y z (Å)
C 0.53 -0.19 -2.51  -0.44
C 0.21 -0.23 -1.23  -0.16
C 1.12 -0.94 -0.11  -0.44
C 0.19 -0.71 1.06  -0.23
C -0.08 -0.03 2.42  -0.38
C 0.00 0.80 1.13  -0.39
H 0.23 0.67 -3.27  0.22
H 1.28 -0.80 -2.80  0.19
H 1.00 -2.05 -0.36  0.23
H 2.06 -0.46 -0.22  0.23
H -0.56 -1.32 0.91  0.20
H -1.02 -0.34 2.90  0.23
H 0.60 0.31 3.21  0.23
H 1.04 1.21 1.03  0.22
S -1.03 0.67 -0.37  0.29

## Properties
E_LUMO = 1.0 eV
HOMO level = -7.94 eV
Relative energy (zero: lowest compared OMol25 entry of this formula, charge and spin) = 104.5 kcal/mol
Total charge = 0
Electronic energy = -631.4247 Eh
Gap between HOMO and LUMO = 0.3283 Eh



# C12H12O

An isolated molecule of C12H12O (ωB97M-V/def2-TZVPD, OMol25).

Last column: natural (NBO) charge in e.
Element x y z (Å)
C -2.53 2.26 1.05  -0.20
C -2.19 2.56 -0.26  -0.20
C -1.91 1.27 1.75  -0.22
C -1.17 1.80 -0.82  -0.16
C -0.91 0.58 1.15  -0.17
C -0.50 0.87 -0.13  -0.13
C 1.04 0.08 -2.01  -0.35
C 0.62 0.07 -0.74  0.11
C 1.87 -1.18 -1.85  0.60
C 1.40 -1.36 -0.31  -0.11
C 2.24 -1.17 0.99  -0.63
C 0.34 -2.45 -0.22  -0.62
O 2.69 -1.74 -2.51  -0.52
H -3.01 3.06 1.59  0.21
H -2.67 3.42 -0.71  0.22
H -2.39 1.00 2.74  0.22
H -0.82 1.98 -1.87  0.21
H -0.46 -0.34 1.57  0.21
H 0.82 0.85 -2.76  0.22
H 2.94 -2.03 1.01  0.22
H 1.60 -1.27 1.86  0.21
H 2.76 -0.16 1.14  0.23
H 0.73 -3.29 0.28  0.21
H -0.02 -2.84 -1.21  0.22
H -0.46 -1.97 0.27  0.21

## Properties
E_LUMO = 0.2 eV
HOMO level = -9.11 eV
Relative energy (zero: lowest compared OMol25 entry of this formula, charge and spin) = 66.0 kcal/mol
Total charge = 0
Structure (SMILES) = CC1(C)C(=O)C=C1c1ccccc1
Electronic energy = -539.6100 Eh
Gap between HOMO and LUMO = 0.3412 Eh



# C3H4O3

A cluster of 2 separate species, C3H4O3 in total (ωB97M-V/def2-TZVPD, OMol25).

Last column: natural (NBO) charge in e.
Element x y z (Å)
C -1.18 0.52 0.06  -0.08
C 2.06 0.59 -0.01  0.36
C -0.29 -0.41 -0.16  0.27
O 2.98 -0.17 0.01  -0.51
O -2.62 0.36 -0.01  -0.70
O -0.07 -1.65 0.05  -0.67
H -0.86 1.55 -0.17  0.21
H 2.07 1.69 0.32  0.14
H -2.88 -0.58 0.24  0.48
H 0.79 -1.89 -0.34  0.51

## Properties
E_LUMO (spin up / spin down) = 0.1 / 0.0 eV
HOMO level (spin up / spin down) = -8.31 / -8.16 eV
Relative energy (zero: lowest compared OMol25 entry of this formula, charge and spin) = 136.5 kcal/mol
Total charge = 0
Electronic energy = -342.2384 Eh
Gap between HOMO and LUMO (spin up / spin down) = 0.3087 / 0.3008 Eh